[1]
DFT (the ωB97M-V functional and the def2-TZVPD basis) results for an isolated molecule of C5H11NO2.

```
! wB97M-V def2-TZVPD RIJCOSX def2/J DEFGRID3
* xyz 0 1
C 1.41 -0.57 2.21
C 1.39 -0.01 0.78
C 0.08 -0.26 0.08
C -0.93 0.78 0.64
O -1.57 0.51 1.61
N 0.15 -0.28 -1.38
C -1.18 -0.29 -1.99
O -1.50 1.04 -2.36
H 1.49 -1.65 2.18
H 0.58 -0.20 2.81
H 2.23 -0.18 2.83
H 2.15 -0.61 0.25
H 1.69 1.04 0.73
H -0.42 -1.19 0.35
H -0.98 1.74 0.10
H 0.72 0.44 -1.82
H -1.09 -0.88 -2.90
H -1.93 -0.65 -1.29
H -2.29 1.22 -2.84
*
```

Its frontier orbital gap is 9.729 eV. The energy relative to the best compared isomer or geometry (same formula, charge and spin) is 43.97 kcal/mol. The LUMO energy is 0.8 eV. The SMILES is CC[C@@H](C=O)NCO.

---

[2]
DFT (the ωB97M-V functional and the def2-TZVPD basis) results for a cluster of 2 separate species, C5H11NO2 in total.

```
! wB97M-V def2-TZVPD RIJCOSX def2/J DEFGRID3
* xyz 0 1
C 2.28 -1.51 1.23
C 1.42 -0.29 1.48
C 1.94 0.92 1.74
C 1.27 2.25 1.90
H 1.72 -2.44 1.36
H 2.75 -1.68 0.25
H 3.07 -1.50 1.96
H 0.33 -0.46 1.52
H 3.03 0.93 1.82
H 0.26 2.21 1.51
H 1.76 3.07 1.39
H 1.18 2.63 2.91
N -1.92 -0.18 -2.85
C -1.80 -0.41 -1.43
O -2.58 -1.07 -0.77
O -0.68 0.20 -1.01
H -2.82 0.30 -3.03
H -2.06 -1.15 -3.22
H -0.35 0.58 -1.83
*
```

Its frontier orbital gap is 9.470 eV. The energy relative to the best compared isomer or geometry (same formula, charge and spin) is 33.93 kcal/mol. The LUMO energy is 0.6 eV. The SMILES is C/C=C/C.NC(=O)O.

---

[3]
DFT (the ωB97M-V functional and the def2-TZVPD basis) results for a cluster of 2 separate species, C5H11NO2 in total.

```
! wB97M-V def2-TZVPD RIJCOSX def2/J DEFGRID3
* xyz 0 1
O 0.29 -1.69 -2.38
C 0.65 -1.00 -1.45
C -0.16 -0.85 -0.19
C -0.31 0.62 0.23
C -0.30 0.60 1.79
C 0.48 -0.71 2.09
N 0.61 -1.50 0.87
H 1.67 -0.58 -1.50
H -1.13 -1.33 -0.35
H 0.60 1.14 -0.08
H -1.20 0.99 -0.27
H 0.20 1.45 2.22
H -1.36 0.51 2.04
H 0.00 -1.27 2.89
H 1.42 -0.41 2.56
H 0.23 -2.41 1.03
O -0.94 3.45 -1.15
H -0.51 3.91 -0.43
H -0.90 2.52 -0.89
*
```

Its frontier orbital gap is 10.118 eV. The energy relative to the best compared isomer or geometry (same formula, charge and spin) is 40.38 kcal/mol. The LUMO energy is 0.7 eV. The SMILES is O=C[C@@H]1CCCN1.O.

---

[4]
DFT (the ωB97M-V functional and the def2-TZVPD basis) results for a cluster of 2 separate species, C5H11NO2 in total.

```
! wB97M-V def2-TZVPD RIJCOSX def2/J DEFGRID3
* xyz 0 1
O -1.41 0.29 -2.24
C -0.43 -0.34 -1.91
C -0.12 -0.53 -0.44
C 0.28 0.81 0.16
C 1.46 0.49 1.12
C 2.05 -0.80 0.57
N 1.02 -1.45 -0.29
H 0.30 -0.64 -2.68
H -1.04 -0.90 0.03
H 0.53 1.51 -0.64
H -0.56 1.22 0.72
H 2.27 1.22 1.23
H 0.96 0.40 2.09
H 2.39 -1.46 1.37
H 2.86 -0.61 -0.14
H 0.77 -2.38 0.03
O -3.75 1.00 0.79
H -4.01 0.44 0.02
H -3.55 1.75 0.20
*
```

Its frontier orbital gap is 9.881 eV. The energy relative to the best compared isomer or geometry (same formula, charge and spin) is 39.44 kcal/mol. The LUMO energy is 0.9 eV. The SMILES is O=C[C@@H]1CCCN1.O.

---

[5]
DFT (the ωB97M-V functional and the def2-TZVPD basis) results for an isolated molecule of C5H11NO2.

```
! wB97M-V def2-TZVPD RIJCOSX def2/J DEFGRID3
* xyz 0 1
C 1.47 -0.51 -0.94
C 0.98 -0.19 0.47
C -0.01 -0.96 1.11
C -1.88 0.92 1.34
C -1.04 0.25 0.25
N 1.56 0.72 -1.70
O 0.74 -1.55 -1.54
O -1.53 -0.17 -0.83
H -0.19 -1.26 -1.58
H 2.49 -0.89 -0.81
H 2.04 0.54 -2.58
H 0.62 1.03 -1.94
H -0.17 1.06 0.09
H 1.57 0.55 1.01
H -0.09 -0.89 2.19
H -0.27 -1.91 0.68
H -1.27 1.28 2.17
H -2.61 0.20 1.70
H -2.40 1.77 0.90
*
```

Its frontier orbital gap is 8.804 eV. The energy relative to the best compared isomer or geometry (same formula, charge and spin) is 90.89 kcal/mol. The LUMO energy is 0.2 eV.

---

[6]
DFT (the ωB97M-V functional and the def2-TZVPD basis) results for an isolated molecule of C5H11NO2.

```
! wB97M-V def2-TZVPD RIJCOSX def2/J DEFGRID3
* xyz 0 1
C -0.13 -0.47 -2.00
C 0.09 0.76 -1.11
C 0.60 0.44 0.29
C 0.97 1.74 1.01
N -0.30 -0.31 1.15
C -0.62 -1.63 1.00
O -0.03 -2.41 0.30
O -1.63 -1.94 1.84
H -0.53 -0.16 -2.97
H -0.89 -1.15 -1.59
H 0.82 -0.98 -2.22
H 0.94 1.25 -1.59
H -0.77 1.42 -1.20
H 1.45 -0.21 0.10
H 1.79 1.62 1.69
H 0.10 2.06 1.58
H 1.10 2.52 0.27
H -0.90 0.21 1.78
H -2.08 -2.77 1.67
*
```

Its frontier orbital gap is 10.426 eV. The energy relative to the best compared isomer or geometry (same formula, charge and spin) is 0.73 kcal/mol. The LUMO energy is 0.8 eV. The SMILES is CC[C@@H](C)NC(=O)O.

---

[7]
DFT (the ωB97M-V functional and the def2-TZVPD basis) results for a cluster of 2 separate species, C5H11NO2 in total.

```
! wB97M-V def2-TZVPD RIJCOSX def2/J DEFGRID3
* xyz 0 1
C -2.28 -0.21 0.33
C -1.09 -0.65 1.16
C 0.01 -1.48 0.55
C 0.27 -0.05 0.94
N 0.48 0.90 -0.12
C 0.58 2.27 0.12
O 0.30 2.80 1.19
H -2.04 -0.22 -0.74
H -3.13 -0.89 0.48
H -2.59 0.81 0.60
H -1.32 -0.87 2.20
H 0.48 -2.26 1.14
H -0.04 -1.69 -0.52
H 0.88 0.13 1.82
H 0.50 0.63 -1.09
H 0.71 2.85 -0.81
O 2.94 -0.70 -2.06
H 2.00 -0.93 -2.30
H 3.34 -0.43 -2.90
*
```

Its frontier orbital gap is 9.582 eV. The energy relative to the best compared isomer or geometry (same formula, charge and spin) is 37.27 kcal/mol. The LUMO energy is 0.4 eV. The SMILES is C[C@H]1C[C@H]1NC=O.O.

---

[8]
DFT (the ωB97M-V functional and the def2-TZVPD basis) results for an isolated molecule of C5H11NO2.

```
! wB97M-V def2-TZVPD RIJCOSX def2/J DEFGRID3
* xyz 0 1
H -0.78 -0.60 -1.49
N -1.08 0.12 -0.55
C 0.08 0.26 -0.13
O 0.89 -0.64 -1.20
C 0.79 0.87 1.03
C 0.51 0.19 2.37
C 1.33 0.82 3.49
O 0.82 -1.18 2.21
C 0.22 -2.03 3.16
H 1.80 -0.34 -1.12
H 0.48 1.93 1.09
H 1.87 0.85 0.84
H -0.56 0.29 2.60
H 1.17 1.91 3.51
H 1.02 0.42 4.47
H 2.40 0.62 3.35
H 0.38 -3.06 2.83
H 0.67 -1.91 4.16
H -0.86 -1.84 3.23
*
```

Its frontier orbital gap is 10.764 eV. The energy relative to the best compared isomer or geometry (same formula, charge and spin) is 73.72 kcal/mol. The LUMO energy is 0.8 eV. The SMILES is [H]/N=C(\O)C[C@H](C)OC.

---

[9]
DFT (the ωB97M-V functional and the def2-TZVPD basis) results for a cluster of 3 separate species, C5H11NO2 in total.

```
! wB97M-V def2-TZVPD RIJCOSX def2/J DEFGRID3
* xyz 0 1
C 0.98 -0.86 -2.34
C 0.66 -0.70 -0.90
C -0.46 -0.90 -0.12
C -0.19 -0.58 1.27
C 1.19 -0.31 1.36
N 1.75 -0.35 -0.01
H 1.19 -1.84 -2.70
H 0.06 -0.62 -2.81
H 1.98 -0.36 -2.55
H -1.46 -1.09 -0.33
H -0.79 -0.61 2.15
H 2.01 -0.12 2.07
H 2.69 -0.17 -0.14
O -3.05 -0.54 1.48
H -2.72 -1.37 1.79
H -3.45 -0.10 2.26
O 0.28 3.69 -0.24
H -0.01 2.85 0.17
H -0.64 3.96 -0.39
*
```

Its frontier orbital gap is 8.688 eV. The energy relative to the best compared isomer or geometry (same formula, charge and spin) is 54.25 kcal/mol. The LUMO energy is 0.7 eV. The SMILES is Cc1ccc[nH]1.O.O.

---

[10]
DFT (the ωB97M-V functional and the def2-TZVPD basis) results for a cluster of 2 separate species, C5H11NO2 in total.

```
! wB97M-V def2-TZVPD RIJCOSX def2/J DEFGRID3
* xyz 0 1
C -0.96 1.03 1.61
N -0.79 -0.22 1.38
C -1.24 -0.73 0.16
C -0.25 -0.78 -1.09
C 0.93 0.12 -0.82
C 0.62 1.63 -0.88
O -0.45 2.13 -1.16
H -1.48 1.78 1.01
H -0.65 1.28 2.60
H -2.09 -0.23 -0.29
H -1.79 -1.75 0.32
H 0.03 -1.83 -1.12
H -0.65 -0.55 -2.08
H 1.53 -0.13 0.01
H 1.60 0.23 -1.76
H 1.41 2.32 -0.51
O 1.75 -2.52 0.74
H 1.56 -1.97 1.46
H 1.16 -2.38 0.00
*
```

Its frontier orbital gap is 10.538 eV. The energy relative to the best compared isomer or geometry (same formula, charge and spin) is 71.45 kcal/mol. The LUMO energy is 0.7 eV. The SMILES is C=NCCCC=O.O.

---

[11]
DFT (the ωB97M-V functional and the def2-TZVPD basis) results for a cluster of 2 separate species, C5H11NO2 in total.

```
! wB97M-V def2-TZVPD RIJCOSX def2/J DEFGRID3
* xyz 0 1
N 1.52 0.61 0.64
C 2.05 -0.44 1.31
O 3.11 -0.47 1.88
O 1.14 -1.45 1.41
H 2.17 1.33 0.40
H 0.54 0.42 0.11
H 1.52 -2.14 1.97
C 0.37 -0.74 -1.95
C -0.44 0.21 -1.50
C -1.52 -0.08 -0.36
C -1.89 1.07 0.57
H 0.56 -1.63 -1.38
H 1.02 -0.56 -2.80
H -0.57 1.16 -2.00
H -2.42 -0.36 -0.92
H -1.24 -0.98 0.18
H -2.75 0.80 1.17
H -2.10 1.98 0.01
H -1.07 1.27 1.26
*
```

Its frontier orbital gap is 10.571 eV. The energy relative to the best compared isomer or geometry (same formula, charge and spin) is 27.61 kcal/mol. The LUMO energy is 0.8 eV. The SMILES is NC(=O)O.C=CCC.

---

[12]
DFT (the ωB97M-V functional and the def2-TZVPD basis) results for the ion C5H11NO2 with charge +1.

```
! wB97M-V def2-TZVPD RIJCOSX def2/J DEFGRID3
* xyz 1 2
C -1.52 -2.03 0.24
N -1.38 -0.73 0.76
C 0.69 1.57 -1.46
C -0.04 0.26 -1.11
C -0.37 0.16 0.38
C 0.99 -0.30 1.17
O 1.65 0.86 1.54
O -0.69 -2.58 -0.43
H -2.50 -2.47 0.48
H -2.29 -0.32 0.93
H 0.19 2.04 -2.31
H 0.77 2.21 -0.59
H 1.72 1.46 -1.83
H -0.92 0.03 -1.71
H 0.53 -0.53 -1.62
H -0.58 1.16 0.74
H 0.71 -1.06 1.90
H 1.70 -0.78 0.50
H 1.34 1.05 2.41
*
```

Its frontier orbital gap (spin up / spin down) is 12.136 / 6.188 eV. The energy relative to the best compared isomer or geometry (same formula, charge and spin) is 48.14 kcal/mol. As for the expectation value of S²: 0.758. The LUMO energy (spin up / spin down) is -3.2 / -8.9 eV.

---

[13]
DFT (the ωB97M-V functional and the def2-TZVPD basis) results for a cluster of 2 separate species, C5H11NO2P in total.

```
! wB97M-V def2-TZVPD RIJCOSX def2/J DEFGRID3
* xyz 1 1
C -0.38 0.73 0.85
C 2.44 1.87 -0.18
C -1.71 1.02 0.27
C -1.02 -1.56 0.45
C -0.57 -0.26 -1.49
N -0.97 -0.20 -0.08
O 1.93 -1.33 0.62
O 3.14 0.80 0.00
P 3.19 -0.86 -0.01
H -0.17 0.42 1.80
H 2.85 2.52 0.65
H -1.90 1.68 -0.47
H -2.69 0.83 0.91
H 0.42 1.24 0.53
H -1.65 -1.73 1.21
H -1.39 -2.23 -0.28
H -0.12 -1.88 0.91
H -1.37 -0.46 -2.22
H -0.14 0.61 -1.70
H 0.08 -1.21 -1.74
*
```

Its frontier orbital gap is 8.357 eV. The energy relative to the best compared isomer or geometry (same formula, charge and spin) is 112.29 kcal/mol. The LUMO energy is -4.3 eV.

---

[14]
DFT (the ωB97M-V functional and the def2-TZVPD basis) results for a cluster of 2 separate species, C5H11NO3 in total.

```
! wB97M-V def2-TZVPD RIJCOSX def2/J DEFGRID3
* xyz 0 1
C -1.25 -1.21 2.37
N -1.47 -0.17 1.42
C -0.45 0.58 0.91
C -0.74 1.36 -0.33
O 0.70 0.84 1.34
H -0.15 -1.11 2.61
H -1.82 -1.32 3.43
H -1.47 -2.14 2.08
H -2.35 -0.11 1.08
H -1.76 1.25 -0.40
H -0.31 0.63 -1.19
H -0.04 2.29 -0.23
C 1.69 0.86 -1.80
C 0.98 -0.49 -1.44
O 0.02 -0.65 -0.72
O 1.67 -1.54 -1.92
H 1.21 1.71 -1.21
H 2.73 0.63 -1.39
H 1.71 0.93 -2.87
H 1.10 -2.34 -1.74
*
```

Its frontier orbital gap is 9.462 eV. The energy relative to the best compared isomer or geometry (same formula, charge and spin) is 116.63 kcal/mol. The LUMO energy is 0.5 eV. The SMILES is CNC(C)=O.CC(=O)O.

---

[15]
DFT (the ωB97M-V functional and the def2-TZVPD basis) results for a cluster of 2 separate species, C5H11NO3 in total.

```
! wB97M-V def2-TZVPD RIJCOSX def2/J DEFGRID3
* xyz 0 1
C 2.21 0.00 0.82
O 0.90 0.00 0.34
N 0.80 -0.55 -1.07
O 1.84 -0.91 -1.62
C -0.43 -0.66 -1.46
C -0.73 -1.23 -2.81
O -1.46 -0.25 -0.72
H 2.86 -0.42 0.05
H 2.27 -0.61 1.72
H 2.53 1.03 1.03
H -1.36 -2.12 -2.70
H -1.28 -0.50 -3.40
H 0.19 -1.50 -3.31
H -1.15 0.19 0.13
C -0.58 1.30 2.40
C -1.80 1.18 1.88
H -0.17 0.55 3.06
H 0.04 2.16 2.20
H -2.24 1.98 1.31
H -2.45 0.36 2.15
*
```

Its frontier orbital gap is 9.050 eV. The energy relative to the best compared isomer or geometry (same formula, charge and spin) is 127.31 kcal/mol. The LUMO energy is 0.9 eV. The SMILES is CO/[N+]([O-])=C(/C)O.C=C.

---

[16]
DFT (the ωB97M-V functional and the def2-TZVPD basis) results for a cluster of 2 separate species, C5H11NO3 in total.

```
! wB97M-V def2-TZVPD RIJCOSX def2/J DEFGRID3
* xyz 0 1
C 0.90 -1.51 0.30
C 0.13 -0.50 0.69
O -0.85 -0.52 1.61
C -1.69 -1.66 1.60
O 0.52 0.93 0.59
C 1.85 1.22 0.22
H 1.68 -1.39 -0.43
H 0.71 -2.51 0.64
H -2.10 -1.83 0.60
H -1.16 -2.55 1.93
H -2.50 -1.43 2.29
H 2.02 2.27 0.45
H 2.01 1.03 -0.85
H 2.56 0.60 0.78
N -0.31 1.58 -2.25
C -1.07 1.08 -1.26
O -1.33 -0.13 -1.18
H 0.00 2.54 -2.25
H 0.15 0.93 -2.87
H -1.53 1.84 -0.62
*
```

Its frontier orbital gap is 9.258 eV. The energy relative to the best compared isomer or geometry (same formula, charge and spin) is 63.49 kcal/mol. The LUMO energy is 0.8 eV. The SMILES is C=C(OC)OC.NC=O.

---

[17]
DFT (the ωB97M-V functional and the def2-TZVPD basis) results for an isolated molecule of C5H11NO3.

```
! wB97M-V def2-TZVPD RIJCOSX def2/J DEFGRID3
* xyz 0 1
C -1.69 2.36 0.31
C -1.56 0.95 -0.21
O -2.47 0.29 -0.61
O -0.27 0.56 -0.15
C 0.11 -0.77 0.27
C -0.61 -1.93 -0.39
C 1.65 -0.85 0.02
N 2.36 0.32 0.51
O 1.93 -1.04 -1.33
H -2.59 2.81 -0.05
H -1.73 2.30 1.41
H -0.83 2.96 0.04
H -0.06 -0.80 1.36
H -0.31 -2.85 0.10
H -0.33 -1.99 -1.44
H -1.69 -1.81 -0.32
H 2.04 -1.74 0.53
H 2.43 0.31 1.52
H 1.88 1.16 0.22
H 1.73 -0.23 -1.80
*
```

Its frontier orbital gap is 10.353 eV. The energy relative to the best compared isomer or geometry (same formula, charge and spin) is 19.69 kcal/mol. The LUMO energy is 0.7 eV. The SMILES is CC(=O)O[C@@H](C)[C@H](N)O.

---

[18]
DFT (the ωB97M-V functional and the def2-TZVPD basis) results for a cluster of 2 separate species, C5H11NO3 in total.

```
! wB97M-V def2-TZVPD RIJCOSX def2/J DEFGRID3
* xyz 1 2
C -0.39 -2.39 -0.66
C -0.23 -0.95 -0.30
N 0.32 -0.62 0.99
C 0.52 -1.58 2.07
C 0.27 0.79 1.32
C 1.21 1.81 0.65
O 1.28 2.92 1.06
O -0.59 -0.09 -1.06
H -1.02 -2.64 -1.52
H 0.65 -2.71 -0.87
H -0.77 -3.01 0.17
H 0.77 -2.53 1.58
H -0.43 -1.70 2.62
H 1.30 -1.36 2.81
H -0.79 1.10 0.99
H 0.51 0.95 2.43
H 1.69 1.41 -0.21
H -1.32 0.29 -2.62
H -2.03 1.42 -3.29
O -1.89 0.47 -3.39
*
```

Its frontier orbital gap (spin up / spin down) is 9.492 / 4.601 eV. The energy relative to the best compared isomer or geometry (same formula, charge and spin) is 19.52 kcal/mol. As for the expectation value of S²: 0.759. The LUMO energy (spin up / spin down) is -4.2 / -9.1 eV.

---

[19]
DFT (the ωB97M-V functional and the def2-TZVPD basis) results for a structure of composition C5H11NO7P.

```
! wB97M-V def2-TZVPD RIJCOSX def2/J DEFGRID3
* xyz -1 1
C 1.46 -1.11 -0.65
C 0.02 -1.47 -0.24
C 1.73 0.28 -0.11
C -0.35 -0.42 0.77
C 1.27 1.30 -1.09
N -1.10 -0.85 1.89
O -1.66 2.63 0.18
O -2.46 0.66 -1.27
O -3.21 0.76 1.09
O 0.96 0.18 1.08
O 2.40 -2.02 -0.14
O -0.92 -1.58 -1.31
O 1.57 2.71 -0.68
P -1.98 1.25 0.01
H 1.41 -1.28 -1.77
H 0.13 -2.53 0.13
H 2.78 0.51 0.29
H 0.23 1.03 -1.24
H 1.80 1.27 -2.04
H -1.64 0.00 2.26
H -0.56 -1.34 2.63
H -3.27 -0.24 0.93
H 2.09 -2.12 0.73
H -1.59 -0.71 -1.34
H 0.89 3.09 -0.13
*
```

Its frontier orbital gap is 8.229 eV. The energy relative to the best compared isomer or geometry (same formula, charge and spin) is 28.58 kcal/mol. The LUMO energy is 3.4 eV.

---

[20]
DFT (the ωB97M-V functional and the def2-TZVPD basis) results for the ion C5H11NOS with charge -2.

```
! wB97M-V def2-TZVPD RIJCOSX def2/J DEFGRID3
* xyz -2 1
C -2.27 0.38 1.61
C -0.99 0.62 0.83
N -0.17 -0.61 0.61
C 0.96 -0.23 -0.28
C 0.87 0.95 -1.42
O 0.02 1.92 -1.05
C 1.30 -1.48 -1.08
S 2.62 -2.70 -0.72
H -2.28 -0.66 1.95
H -2.44 1.19 2.40
H -3.07 0.53 0.91
H -0.94 1.21 -0.20
H -0.34 1.40 1.48
H 0.35 -0.78 1.59
H 1.83 0.01 0.32
H 0.68 0.52 -2.48
H 1.90 1.18 -1.49
H 0.41 -2.19 -0.95
H 1.58 -1.28 -2.04
*
```

Its frontier orbital gap is 5.339 eV. The energy relative to the best compared isomer or geometry (same formula, charge and spin) is 64.52 kcal/mol. The LUMO energy is 6.3 eV. The SMILES is CCN[C@H](C[O-])C[S-].